Record 1
3 unconnected molecules or ions with the total composition C41H43B3O10 in a non-equilibrium geometry, computed with ωB97M-V/def2-TZVPD.

For the total energy, the calculation gives -65723.5354 eV. As for the orbital gap: 8.7 eV.

ORCA input file:
```
! wB97M-V def2-TZVPD RIJCOSX def2/J DEFGRID3
* xyz 0 1
C 9.069 -0.632 -2.581
O 8.827 -1.675 -1.597
C 7.411 -2.054 -1.616
C 6.819 -2.008 -0.121
C 7.276 -0.715 0.695
C 6.731 0.679 0.123
C 5.334 0.583 -0.639
C 4.922 2.030 -1.225
C 3.851 1.964 -2.423
C 2.359 2.237 -1.838
C 2.032 1.022 -0.846
B 0.477 0.606 -0.751
O 0.132 -0.505 0.143
B -0.607 0.146 1.221
O -1.597 1.146 0.840
B -1.780 0.879 -0.589
C -3.130 0.191 -1.151
C -2.698 -1.022 -2.121
C -2.584 -2.428 -1.398
O -3.618 -3.141 -1.326
O -1.410 -2.959 -0.845
O -0.624 1.240 -1.417
H 10.174 -0.362 -2.521
H 8.782 -1.017 -3.622
H 8.481 0.315 -2.352
H 7.373 -3.127 -1.987
H 6.904 -1.307 -2.319
H 5.676 -2.116 -0.109
H 7.235 -2.934 0.409
H 6.929 -0.803 1.783
H 8.423 -0.716 0.722
H 6.578 1.364 1.035
H 7.527 1.120 -0.572
H 4.531 0.293 0.133
H 5.313 -0.150 -1.508
H 5.878 2.534 -1.619
H 4.494 2.732 -0.440
H 4.131 2.809 -3.151
H 3.885 0.985 -3.014
H 2.480 3.176 -1.185
H 1.594 2.409 -2.656
H 2.617 0.062 -1.092
H 2.357 1.346 0.208
H -0.407 -0.186 2.332
H -3.875 0.905 -1.621
H -3.642 -0.295 -0.241
H -3.534 -1.127 -2.900
H -1.751 -0.715 -2.680
H -1.571 -3.867 -0.502
C -2.067 3.755 -1.207
C -2.787 3.977 -0.033
C -3.638 5.073 0.065
C -3.762 5.958 -1.005
C -3.023 5.750 -2.170
C -2.184 4.640 -2.273
C -3.108 6.709 -3.296
O -2.466 6.526 -4.315
C -3.979 7.899 -3.159
C -4.026 8.841 -4.187
C -4.851 9.954 -4.073
C -5.639 10.126 -2.937
C -5.591 9.193 -1.909
C -4.754 8.082 -2.013
C -4.683 7.112 -0.896
O -5.369 7.264 0.099
H -1.416 2.905 -1.288
H -2.687 3.294 0.803
H -4.199 5.238 0.979
H -1.617 4.466 -3.182
H -3.417 8.712 -5.076
H -4.882 10.689 -4.871
H -6.288 10.992 -2.852
H -6.203 9.335 -1.024
C 0.379 -8.885 5.211
C -0.572 -9.257 6.158
C -1.856 -8.728 6.101
C -2.190 -7.815 5.101
C -1.230 -7.424 4.167
C 0.053 -7.970 4.217
C -1.557 -6.417 3.130
O -0.720 -6.078 2.311
C -2.913 -5.825 3.110
C -3.218 -4.835 2.177
C -4.491 -4.281 2.140
C -5.469 -4.719 3.029
C -5.169 -5.702 3.966
C -3.887 -6.250 4.014
C -3.566 -7.270 5.038
O -4.419 -7.653 5.820
H 1.379 -9.305 5.251
H -0.312 -9.962 6.941
H -2.594 -9.025 6.838
H 0.799 -7.680 3.486
H -2.463 -4.491 1.479
H -4.723 -3.507 1.415
H -6.466 -4.292 2.995
H -5.933 -6.037 4.659
*
```


Record 2
A molecular structure, C41H43BrIN10O7Zr in a non-equilibrium geometry, computed with ωB97M-V/def2-TZVPD.

For the total energy, the calculation gives -151871.7363 eV. As for the energy above the lowest of the compared OMol25 structures with the same formula, charge and spin: 39.15 kcal/mol. As for the orbital gap: 6.5 eV.

ORCA input file:
```
! wB97M-V def2-TZVPD RIJCOSX def2/J DEFGRID3
* xyz 1 1
Zr 0.369 1.042 -0.719
C 1.653 3.314 -4.820
C 1.107 2.382 -3.954
N 0.946 2.609 -2.590
C 1.215 3.854 -2.103
C 1.756 4.874 -2.980
C 2.016 4.591 -4.347
C 1.935 6.219 -2.452
C 1.406 6.579 -1.236
C 0.828 5.594 -0.400
C 0.856 4.210 -0.784
N 0.420 3.202 0.039
C 0.216 3.218 1.427
C 0.873 4.068 2.349
C 0.572 4.014 3.752
C -0.494 3.264 4.238
C -1.236 2.359 3.350
C -2.284 1.541 3.773
C -2.958 0.813 2.802
C -2.416 0.715 1.523
N -1.370 1.449 1.069
C -0.844 2.380 1.938
H 1.918 3.007 -5.838
H 0.748 1.410 -4.254
H 2.555 5.297 -4.969
H 2.471 6.940 -3.068
H 1.260 7.630 -0.953
H 0.477 5.879 0.595
H 1.528 4.869 1.988
H 1.272 4.537 4.392
H -0.803 3.434 5.303
H -2.575 1.529 4.809
H -3.923 0.330 3.002
H -2.901 0.006 0.812
O 2.440 -1.186 4.940
C 3.488 -1.599 4.258
O 4.555 -1.779 4.810
C 3.221 -2.034 2.849
C 4.048 -2.794 1.999
N 3.443 -2.769 0.740
N 2.316 -2.054 0.682
C 2.184 -1.520 1.902
C 1.071 -0.584 2.029
O 0.594 -0.306 3.171
O 0.621 -0.156 0.870
H 1.616 -0.990 4.413
H 4.980 -3.261 2.192
H 3.706 -3.415 -0.022
C -0.368 -4.432 -0.310
C -0.761 -3.477 -1.421
C 0.049 -3.711 -2.749
C -2.329 -3.498 -1.536
N -0.520 -2.153 -0.818
N -0.732 -0.975 -1.645
H -0.760 -5.460 -0.544
H -0.946 -4.276 0.596
H 0.733 -4.601 -0.173
H 0.541 -4.725 -2.710
H 0.810 -2.903 -2.831
H -0.682 -3.672 -3.618
H -2.647 -4.546 -1.740
H -2.660 -2.838 -2.303
H -2.713 -3.177 -0.553
H 0.376 -2.073 -0.316
H -1.750 -0.880 -1.628
H -0.453 -1.229 -2.622
N -2.958 3.396 -1.894
C -2.637 2.121 -1.865
O -1.442 1.733 -1.627
C -3.757 1.100 -2.079
I -5.648 1.713 -3.002
H -2.286 4.082 -1.600
H -3.903 3.684 -2.249
H -4.138 0.553 -1.205
H -3.363 0.299 -2.749
C -3.850 -3.587 5.818
C -3.968 -3.709 4.321
C -5.163 -3.884 3.538
C -4.691 -3.830 2.222
N -3.337 -3.767 2.130
N -2.930 -3.719 3.446
C -5.472 -4.061 0.960
H -3.712 -2.536 6.158
H -3.016 -4.167 6.165
H -4.802 -3.967 6.263
H -6.231 -3.887 3.854
H -1.983 -3.620 3.704
H -6.412 -3.530 0.928
H -5.671 -5.125 0.869
H -4.820 -3.784 0.096
Br 7.927 0.255 -4.979
C 6.289 0.238 -3.971
C 5.095 -0.228 -4.525
C 3.920 -0.127 -3.781
C 3.941 0.378 -2.452
C 5.218 0.770 -1.904
C 6.355 0.655 -2.672
C 2.654 0.492 -1.740
O 2.578 1.113 -0.617
O 1.550 0.032 -2.296
H 5.085 -0.646 -5.529
H 3.007 -0.509 -4.249
H 5.202 1.074 -0.854
H 7.307 0.906 -2.244
*
```